No. 1
{
  "formula": "C24H43IP2Y",
  "method": "ωB97M-V/def2-TZVPD",
  "symbols": ["Y", "C", "C", "C", "C", "C", "C", "H", "H", "H", "C", "H", "H", "H", "C", "H", "H", "H", "C", "H", "H", "H", "C", "H", "H", "H", "C", "C", "C", "C", "C", "C", "C", "C", "H", "H", "H", "H", "H", "H", "H", "H", "H", "H", "H", "H", "P", "P", "C", "C", "H", "H", "H", "H", "C", "H", "H", "H", "C", "H", "H", "H", "C", "H", "H", "H", "C", "H", "H", "H", "I"],
  "positions_angstrom": [[-1.1397, 1.8901, 0.3510], [-0.4764, 0.5856, 2.8187], [0.6827, 1.1560, 2.1912], [-0.7545, 2.8750, 2.7945], [-1.2981, 1.6371, 3.2741], [0.5069, 2.5911, 2.1505], [-0.6479, -0.8127, 3.2758], [-0.0361, -1.5096, 2.6811], [-1.6976, -1.1167, 3.1432], [-0.3883, -0.9731, 4.3468], [-2.3170, 1.4829, 4.3385], [-2.0377, 0.6907, 5.0515], [-3.2769, 1.1918, 3.8982], [-2.4675, 2.4101, 4.9050], [-1.1899, 4.2009, 3.2945], [-1.7486, 4.0758, 4.2311], [-1.8516, 4.7134, 2.5803], [-0.3329, 4.8596, 3.5061], [1.5680, 3.5456, 1.7424], [1.2699, 4.5986, 1.8475], [1.8958, 3.4039, 0.6941], [2.4531, 3.4087, 2.3879], [1.9768, 0.4577, 2.1517], [2.7168, 0.9310, 2.8203], [2.3847, 0.4578, 1.1309], [1.8944, -0.5807, 2.4885], [0.2995, -3.6353, 1.3893], [1.4870, -3.7056, 2.0295], [2.7913, -3.3291, 1.4202], [3.1134, -3.8402, -0.0231], [3.0247, -2.7959, -1.0857], [2.0774, -1.8596, -1.1407], [0.8168, -1.8750, -0.3303], [0.1796, -3.2470, -0.0605], [3.5666, -3.7518, 2.0825], [2.4876, -4.7060, -0.3020], [2.9776, -2.2456, 1.4060], [0.6602, -3.9585, -0.7375], [-0.5895, -4.0465, 1.8623], [1.5887, -4.0319, 3.0614], [-0.9016, -3.1981, -0.2752], [0.9515, -1.3224, 0.6164], [2.2070, -0.9707, -1.7602], [0.0500, -1.2871, -0.8597], [4.1688, -4.1557, 0.0084], [3.8326, -2.7768, -1.8454], [-1.0122, -0.9081, -2.6550], [-1.1121, 2.1381, -2.3378], [-1.3589, 0.0032, -4.2147], [-1.8815, 1.3821, -3.8805], [-2.0705, -0.5945, -4.8047], [-0.3930, 0.0435, -4.7525], [-1.6049, 2.0270, -4.7222], [-2.9758, 1.4133, -3.7638], [-1.6498, 3.7989, -2.9084], [-1.1690, 4.6010, -2.3344], [-2.7455, 3.8310, -2.8272], [-1.3475, 3.8629, -3.9638], [0.6192, 2.2182, -3.0067], [0.5074, 2.3532, -4.0932], [1.2016, 1.3045, -2.7914], [1.1205, 3.1031, -2.5796], [-2.5879, -1.8176, -2.4402], [-2.7412, -2.0735, -1.3837], [-2.5681, -2.7327, -3.0460], [-3.3995, -1.1632, -2.7704], [-0.0043, -2.1769, -3.5876], [-0.3982, -2.2734, -4.6191], [-0.0857, -3.1403, -3.0598], [1.0627, -1.8854, -3.6628], [-3.8837, 1.2541, 0.6544]],
  "forces_ev_per_angstrom": [[-0.08, -1.28, 3.12], [0.43, 1.04, 0.07], [-1.40, 0.87, 0.39], [0.84, -0.99, 0.30], [0.86, 0.74, -0.75], [-0.96, -1.19, 0.20], [-0.10, -0.99, -0.17], [-0.27, 0.23, 0.34], [0.27, -0.02, 0.15], [-0.10, 0.29, -0.60], [-0.79, -0.20, -0.04], [0.00, 0.28, -0.31], [-0.12, 0.05, 0.21], [-0.01, -0.29, -0.19], [-0.27, 0.82, -0.14], [0.13, 0.18, -0.34], [0.08, 0.12, 0.30], [-0.31, -0.19, -0.13], [0.60, 0.58, -0.17], [-0.03, -0.32, -0.03], [0.05, 0.07, 0.40], [-0.16, 0.05, -0.33], [1.08, -0.35, -0.74], [-0.28, 0.01, -0.28], [0.34, -0.16, 0.28], [-0.07, 0.18, -0.17], [1.31, -1.41, 0.49], [-1.21, 0.38, -0.50], [1.13, -0.29, -0.35], [0.21, -0.43, 0.30], [0.30, 0.70, -0.79], [0.12, 0.11, 0.19], [-0.44, 0.62, 0.37], [-0.29, 0.48, 0.45], [-0.21, 0.23, -0.28], [0.45, 0.07, 0.33], [-0.18, -0.15, 0.21], [-0.40, -0.18, 0.16], [0.08, 0.27, 0.13], [-0.52, -0.03, -0.07], [0.44, -0.11, -0.23], [0.01, -0.24, -0.18], [0.00, -0.36, -0.33], [0.74, -0.17, 0.39], [-0.48, -0.19, -0.15], [-0.42, 0.15, 0.69], [0.09, -0.39, -1.79], [0.34, 0.71, -3.36], [-0.10, -0.18, 0.40], [-0.40, -0.38, 0.00], [0.26, 0.31, -0.02], [-0.52, 0.14, 0.16], [-0.25, 0.31, 0.41], [0.30, -0.08, -0.02], [0.11, 0.29, 0.39], [-0.33, 0.00, -0.16], [0.33, 0.29, -0.02], [-0.18, 0.30, 0.43], [0.08, -0.03, 0.43], [0.27, -0.02, 0.36], [-0.22, 0.46, -0.12], [-0.01, -0.39, -0.21], [0.01, -0.14, 0.28], [-0.09, 0.02, -0.32], [-0.15, 0.23, 0.13], [-0.04, -0.16, 0.14], [0.33, -0.27, 0.44], [0.03, -0.06, 0.66], [0.26, 0.24, -0.31], [-0.64, -0.20, 0.16], [0.13, 0.05, -0.26]],
  "orbital_gap_ev": 6.8839,
  "charge": 1
}

***

No. 2
{
  "formula": "C24H43MnNP2",
  "method": "ωB97M-V/def2-TZVPD",
  "symbols": ["P", "P", "C", "C", "H", "H", "H", "H", "C", "H", "H", "H", "C", "H", "H", "H", "C", "H", "H", "H", "C", "H", "H", "H", "Mn", "C", "C", "C", "C", "C", "C", "C", "C", "C", "H", "H", "H", "H", "H", "H", "H", "H", "H", "H", "H", "H", "H", "H", "H", "C", "N", "C", "C", "C", "C", "C", "C", "C", "C", "H", "H", "H", "H", "H", "H", "H", "H", "H", "H", "H", "H"],
  "positions_angstrom": [[1.2750, 2.9373, 2.1213], [2.4233, 1.3112, -1.1962], [2.9091, 2.6765, 1.3138], [2.9377, 2.8127, -0.2220], [3.2132, 1.6678, 1.6682], [3.6332, 3.3765, 1.7783], [2.3970, 3.7174, -0.5577], [4.0013, 2.9430, -0.4893], [4.1520, 0.7915, -1.6001], [4.0951, -0.1322, -2.1732], [4.7216, 0.5944, -0.6859], [4.7260, 1.5144, -2.1875], [1.8257, 1.5444, -2.9451], [2.6451, 1.8027, -3.6332], [1.0282, 2.2905, -3.0525], [1.4079, 0.5880, -3.2740], [1.8972, 3.1150, 3.8356], [1.0706, 3.1737, 4.5520], [2.5214, 4.0136, 3.9337], [2.5045, 2.2480, 4.1202], [0.6831, 4.5805, 1.6318], [0.8347, 4.7508, 0.5561], [1.2425, 5.3518, 2.1895], [-0.3866, 4.6885, 1.8567], [-2.3353, 0.3714, -1.7490], [2.4230, -0.1555, 0.3613], [2.9066, -0.2325, 1.7370], [2.2531, -1.2837, 2.5620], [0.7663, -0.9990, 3.0680], [0.5694, 0.4122, 3.3511], [0.2803, 1.4160, 2.3582], [0.0023, 0.9106, 0.8588], [0.8331, -0.2445, 0.2868], [-3.4028, 0.5490, 0.0311], [2.8152, -1.0540, -0.1958], [3.9695, 0.0415, 1.9729], [2.8505, -1.5534, 3.4643], [2.1615, -2.2091, 1.9372], [-0.0360, -1.3900, 2.3948], [0.6108, -1.4955, 4.0523], [0.7231, 0.7803, 4.3641], [-0.6552, 1.9454, 2.6809], [0.0149, 1.7872, 0.1536], [-1.0607, 0.5936, 0.8574], [0.5522, -1.2248, 0.7020], [0.4879, -0.3928, -0.7669], [-4.1142, 1.3484, -0.2438], [-2.7859, 0.8923, 0.8796], [-3.8701, -0.4109, 0.3012], [-4.4469, -3.4204, -3.5973], [-4.0526, -2.1023, -3.1771], [-4.8195, -1.5467, -2.0898], [-2.6330, -1.7875, -3.2436], [-1.9030, -2.4314, -2.1078], [-1.5055, -3.7885, -2.0885], [-1.1364, -4.3736, -0.8547], [-1.2165, -3.5985, 0.3011], [-1.5785, -2.2370, 0.2217], [-1.7913, -1.6009, -0.9924], [-5.5346, -3.4271, -3.7622], [-4.2054, -4.2032, -2.8500], [-3.9276, -3.6663, -4.5365], [-4.9043, -2.2496, -1.2302], [-4.4074, -0.5828, -1.7069], [-5.8442, -1.3395, -2.4534], [-2.2667, -2.2018, -4.1936], [-2.5547, -0.6448, -3.2497], [-1.4739, -4.3851, -3.0161], [-0.8360, -5.4286, -0.7998], [-1.0034, -4.0442, 1.2903], [-1.6768, -1.7005, 1.1767]],
  "forces_ev_per_angstrom": [[3.46, -0.02, 1.10], [2.05, 0.12, 0.83], [-0.01, 0.48, 0.26], [0.44, 0.74, -0.61], [-0.37, 0.98, -0.32], [-0.38, 0.01, -0.37], [0.23, -0.28, 0.14], [-0.46, 0.31, -0.05], [-0.01, -0.07, -0.35], [0.11, -0.21, -0.01], [-0.28, -0.02, -0.04], [-0.23, 0.11, -0.09], [0.07, 0.81, -0.37], [-0.19, 0.01, 0.14], [0.15, -0.06, 0.19], [0.11, -0.03, 0.20], [0.00, 0.79, 0.17], [0.06, 0.05, -0.14], [-0.20, -0.10, -0.03], [-0.27, 0.02, -0.40], [-0.28, 0.51, 0.02], [-0.09, -0.16, 0.34], [-0.26, -0.28, -0.22], [0.22, -0.02, -0.04], [0.36, -0.90, 2.57], [-1.89, -2.58, 1.92], [0.80, 0.26, -2.15], [-1.76, -1.16, 0.91], [0.77, -0.63, 0.46], [0.03, 1.76, 0.42], [-2.96, -1.38, -1.42], [-0.84, -0.09, 0.98], [0.57, -1.58, -0.26], [-0.23, 1.53, -0.12], [0.20, 1.56, -0.59], [-0.73, -0.80, -0.49], [-0.16, 0.42, -0.68], [0.39, 0.17, 0.39], [0.91, -0.02, 0.49], [0.21, -0.09, -0.67], [-0.24, -0.19, -0.08], [0.10, 0.30, -0.46], [0.20, -0.43, 0.41], [0.89, -0.07, -0.08], [-0.03, 0.72, 0.11], [0.50, 0.28, 0.53], [-0.32, -0.36, 0.77], [-0.46, -0.01, -0.43], [0.11, 0.51, -0.33], [0.10, -0.16, 0.08], [0.04, 1.08, -0.79], [-0.45, -0.12, 0.28], [-0.54, -1.53, -0.57], [1.04, -0.22, 0.48], [-0.13, 0.00, 0.22], [-0.16, 0.32, -0.68], [-0.32, 0.29, 0.33], [0.45, -0.67, 0.79], [-0.28, 0.02, -0.51], [0.30, -0.06, -0.04], [-0.07, 0.14, -0.19], [-0.26, -0.02, 0.23], [0.16, 0.46, -0.17], [-0.38, -0.85, -0.41], [0.32, -0.09, 0.20], [-0.07, 0.60, -0.15], [0.09, -1.13, -0.96], [-0.14, 0.28, 0.51], [-0.09, 0.54, -0.10], [-0.16, 0.26, -0.66], [0.20, -0.04, -0.45]],
  "orbital_gap_ev": [3.5879, 3.3442],
  "charge": 0,
  "multiplicity": 6
}

***

No. 3
{
  "formula": "C24H43NNiP2",
  "method": "ωB97M-V/def2-TZVPD",
  "symbols": ["P", "P", "C", "C", "H", "H", "H", "H", "C", "H", "H", "H", "C", "H", "H", "H", "C", "H", "H", "H", "C", "H", "H", "H", "Ni", "C", "C", "C", "C", "C", "C", "C", "C", "C", "H", "H", "H", "H", "H", "H", "H", "H", "H", "H", "H", "H", "H", "H", "H", "C", "N", "C", "C", "C", "C", "C", "C", "C", "C", "H", "H", "H", "H", "H", "H", "H", "H", "H", "H", "H", "H"],
  "positions_angstrom": [[0.3099, -2.5957, -0.0390], [-0.3404, 1.7867, 0.3434], [0.2224, -1.0002, -1.1750], [0.4967, 0.5235, -0.8352], [-0.7063, -1.1185, -1.7515], [1.0859, -1.2288, -1.8173], [1.5732, 0.7128, -0.7773], [0.1303, 1.0054, -1.7351], [-1.7972, 2.4626, -0.4676], [-2.3786, 3.0639, 0.2443], [-2.4333, 1.6556, -0.8519], [-1.4642, 3.1037, -1.2914], [0.9146, 3.0306, 0.5330], [0.7049, 3.8145, -0.2030], [1.8903, 2.5837, 0.3286], [0.8979, 3.4532, 1.5406], [-0.8208, -3.9013, -0.5534], [-0.8952, -4.5985, 0.2953], [-0.4779, -4.4576, -1.4378], [-1.8181, -3.4904, -0.7531], [1.9837, -3.2010, -0.2850], [2.6846, -2.3595, -0.2894], [2.0925, -3.7594, -1.2255], [2.2221, -3.8629, 0.5562], [-0.3035, -0.4672, 0.5601], [0.4141, 0.9811, -3.9082], [-0.9119, 1.0131, -3.6657], [-1.8917, 0.2837, -4.5259], [-1.5427, -1.1971, -4.8661], [-0.7119, -1.9305, -3.8584], [0.6333, -1.9914, -3.8688], [1.4811, -1.2055, -4.8256], [1.0559, 0.2790, -5.0668], [-0.0115, -2.2440, 1.7287], [1.1156, 1.6066, -3.3404], [-1.3481, 1.7639, -2.9997], [-2.0055, 0.8277, -5.4780], [-2.8712, 0.3046, -4.0322], [-2.5043, -1.7358, -4.9250], [-1.0923, -1.2402, -5.8724], [-1.2877, -2.5296, -3.1463], [1.1680, -2.7546, -3.2844], [1.5108, -1.7104, -5.8070], [2.5148, -1.1990, -4.4509], [1.9837, 0.8392, -5.2828], [0.4384, 0.3361, -5.9800], [0.6540, -1.4774, 2.1658], [0.2527, -3.1823, 2.2397], [-1.0711, -2.0339, 1.9496], [1.8614, 1.8845, 5.7613], [1.5756, 0.9030, 4.7684], [1.3672, -0.4393, 5.2049], [1.3175, 1.2990, 3.4055], [-0.1549, 1.6000, 3.1380], [-0.8818, 2.3273, 4.0682], [-2.2761, 2.2422, 4.1172], [-2.9339, 1.4231, 3.1998], [-2.2527, 0.8556, 2.1361], [-0.8351, 1.0592, 1.9693], [2.5967, 1.4553, 6.4573], [0.9684, 2.1626, 6.3510], [2.2617, 2.7852, 5.2765], [0.2975, -0.6890, 5.3464], [1.7977, -1.1447, 4.4778], [1.8704, -0.5607, 6.1754], [1.9464, 2.1891, 3.1957], [1.6493, 0.4823, 2.7381], [-0.3544, 2.9356, 4.8091], [-2.8110, 2.7551, 4.9175], [-3.9974, 1.2366, 3.3231], [-2.7586, 0.2793, 1.3513]],
  "forces_ev_per_angstrom": [[-1.34, 2.60, -0.65], [-0.71, -3.13, 1.26], [-0.86, -1.60, -0.20], [0.37, 2.71, -0.30], [0.73, 0.19, 0.14], [0.20, 0.15, -0.09], [0.13, -0.03, -0.14], [0.26, -0.40, -0.02], [-0.21, 0.59, -0.45], [0.19, -0.16, -0.06], [0.27, 0.14, 0.17], [-0.20, 0.00, -0.02], [0.37, 0.74, -0.12], [0.25, -0.01, 0.13], [-0.05, 0.18, 0.08], [-0.08, -0.03, -0.10], [-0.18, -0.47, 0.14], [-0.08, 0.03, -0.27], [0.11, 0.22, 0.19], [0.27, 0.08, 0.16], [0.44, -0.54, 0.51], [-0.14, -0.07, 0.02], [-0.16, 0.21, 0.29], [0.22, 0.00, -0.21], [-0.35, 0.22, 0.43], [-0.75, 0.66, -0.13], [1.11, 0.69, -1.08], [-0.44, -0.30, -0.06], [-0.51, 0.27, -0.20], [0.87, -0.76, -0.23], [-0.98, -0.69, -0.84], [0.37, 0.25, -0.14], [0.49, -0.29, -0.33], [0.52, -1.57, 1.19], [-0.45, -0.24, -0.01], [0.32, -0.53, 0.15], [-0.09, -0.07, 0.23], [0.16, 0.03, -0.11], [0.37, 0.17, -0.19], [-0.04, -0.09, 0.45], [0.29, 0.04, -0.16], [-0.36, 0.53, 0.05], [0.06, 0.09, 0.24], [-0.23, -0.08, -0.08], [-0.38, -0.24, -0.13], [0.08, 0.06, 0.46], [-0.20, -0.19, -0.10], [-0.02, -0.06, 0.26], [0.42, -0.19, -0.10], [-0.22, -0.08, 0.22], [0.98, 0.11, -0.45], [-0.39, 0.04, -0.03], [-0.33, 0.32, 0.17], [0.40, 0.15, 0.15], [0.19, -0.23, 0.01], [0.22, 0.65, 0.50], [-0.24, -0.65, -0.67], [-0.77, 0.40, 0.19], [0.19, 0.47, -0.36], [0.02, 0.38, 0.01], [0.22, 0.16, 0.03], [-0.02, -0.15, 0.27], [0.19, -0.09, -0.01], [-0.09, -0.01, 0.16], [-0.10, -0.18, -0.28], [-0.04, -0.37, 0.03], [-0.10, 0.28, 0.01], [-0.18, -0.40, -0.03], [0.03, -0.12, -0.30], [0.07, -0.02, -0.09], [-0.10, 0.23, 0.41]],
  "orbital_gap_ev": [3.3144, 6.2929],
  "charge": 0,
  "multiplicity": 3
}

***

It is found that the energy relative to the best compared isomer or geometry (same formula, charge and spin) values, taken in the order of the records, are 0.0, 136.3, 31.7 kcal/mol.
It is found that the electronic energy values, taken in the order of the records, are -53301.2281, -76959.3635, -86685.1046 eV.